Below is an isolated molecule of C4H6F2 at a distorted geometry, with properties calculated with wB97M-V/def2-TZVPD.

Geometry (Å):
1 C 0.711 -0.778 -0.024
2 H 1.209 1.281 -0.667
3 H -0.955 1.313 -0.221
4 C -0.635 -0.853 -0.020
5 C -1.616 0.379 -0.089
6 H 2.462 0.218 -0.096
7 F -1.193 -2.024 0.119
8 H 1.509 1.001 1.053
9 H -2.148 0.448 0.861
10 C 1.491 0.552 0.105
11 F 1.514 -1.853 -0.113
12 H -2.348 0.317 -0.909

Calculated values
* ΔE to the lowest compared entry with this formula, charge and spin: 16.4 kcal per mole
* calculated total energy: -355.6986 hartree
* HOMO level: -0.3285 Eh
* SMILES string: C/C(F)=C(\C)F
* net charge: 0
* LUMO energy: 0.98 eV
* frontier orbital gap: 9.9175 eV

---

Below is a cluster of 10 separate species, C40H73N3O14S7 in total at a distorted geometry, with properties calculated with wB97M-V/def2-TZVPD.

Geometry (Å):
1 H 4.496 -2.039 7.254
2 C -2.816 -1.936 3.707
3 H -2.429 -1.371 -0.849
4 C 0.783 4.888 5.867
5 H 6.212 -1.717 6.708
6 H 2.562 -4.424 -6.762
7 H -4.622 -0.025 -5.773
8 O 5.594 -3.331 4.551
9 C -2.490 -3.261 3.486
10 C 4.981 -0.796 3.935
11 H -0.284 -2.348 0.420
12 C -0.060 2.696 4.911
13 C 3.978 1.950 -4.472
14 O -1.170 2.412 -5.162
15 C 5.155 1.630 -3.559
16 H -1.722 -0.477 -4.993
17 H -1.414 4.934 -1.598
18 H 5.733 -0.895 3.155
19 H 0.807 3.366 -0.294
20 C -0.988 3.930 -1.465
21 C -0.160 3.682 6.107
22 O 3.329 4.290 5.236
23 C 1.377 2.598 4.554
24 C -0.157 -0.381 0.042
25 S 0.958 -2.658 -4.826
26 H 3.021 -0.019 -4.388
27 C -0.467 4.718 0.776
28 H -1.771 -0.120 3.515
29 C 4.606 1.322 -2.165
30 H -2.544 1.463 -7.304
31 O 0.565 -1.330 -4.396
32 H -7.383 -1.218 0.793
33 C -1.612 -1.177 3.681
34 N 0.405 -6.640 3.172
35 H -3.171 -1.220 -4.213
36 H -7.541 2.366 0.901
37 C 0.835 -5.313 1.431
38 C -1.550 3.693 1.138
39 H 0.505 -2.078 -1.171
40 H 0.320 5.829 5.589
41 H -6.241 -1.059 -1.551
42 O -3.423 3.466 -4.751
43 H 5.792 0.822 -3.919
44 H -0.673 3.098 4.096
45 H -1.116 3.982 6.534
46 H -3.187 -4.063 3.317
47 H 3.685 2.975 -4.217
48 C 5.150 -1.538 6.545
49 H -4.211 1.869 -6.588
50 H -2.291 4.067 1.839
51 C -5.999 -0.409 -0.712
52 C 2.765 -2.851 -4.394
53 O 2.041 1.896 -1.678
54 H 1.323 5.026 6.803
55 H -0.496 1.718 5.116
56 H 2.796 -3.847 -3.950
57 C -0.449 -5.880 1.261
58 C -0.586 -2.048 3.503
59 H 0.431 -3.128 -7.123
60 O 1.745 4.939 3.385
61 S 2.004 4.297 4.649
62 H -3.841 -1.618 3.830
63 H -5.196 0.730 1.731
64 H 0.246 3.089 6.936
65 C -2.770 -0.343 -4.725
66 H 0.415 -1.831 3.164
67 O -3.549 3.801 -0.640
68 H 1.678 2.182 3.593
69 C 1.302 -2.657 -6.673
70 H 0.434 -6.988 4.112
71 H 3.039 -3.206 -7.846
72 H -5.774 2.507 0.579
73 H -2.024 -3.026 -1.165
74 H 5.572 0.473 7.085
75 O -5.939 2.050 -1.912
76 H -1.046 5.634 0.621
77 S -2.261 3.151 -0.448
78 S -2.616 2.288 -5.005
79 H -0.199 0.393 -0.724
80 C -3.267 1.334 -6.507
81 H 5.798 2.503 -3.446
82 H -4.144 0.973 -3.796
83 N 1.817 0.041 1.690
84 C -0.333 -1.807 -0.532
85 H -1.548 -7.305 2.594
86 C 2.812 1.029 -4.158
87 H 2.917 -2.122 -3.601
88 H 1.454 -1.610 -6.937
89 O 0.233 -3.836 -4.425
90 O -8.187 1.105 -1.319
91 C -6.629 1.834 0.648
92 H 2.264 -5.656 3.104
93 C 5.279 0.343 4.930
94 C -6.262 0.632 1.526
95 C 4.931 -0.058 6.380
96 C -6.430 -0.695 0.729
97 H 1.787 1.238 -4.453
98 H -1.514 -1.833 -2.336
99 S 4.665 -2.290 4.934
100 H -1.210 -5.800 0.501
101 C -3.561 -0.115 -6.018
102 H 0.352 4.818 1.483
103 H 0.840 5.000 -0.891
104 S -6.766 1.235 -1.042
105 H 4.066 -0.660 3.351
106 H -6.796 0.670 2.473
107 H -3.404 -0.927 -6.723
108 H -4.923 -0.255 -0.836
109 H -0.622 -4.112 3.064
110 C 0.172 4.224 -0.517
111 S 2.848 0.887 -2.332
112 C -0.705 -6.681 2.349
113 C 2.620 -3.335 -6.848
114 O 2.656 -0.513 -2.003
115 C -3.061 0.865 -3.875
116 H 1.958 2.078 5.321
117 H -0.991 2.884 1.615
118 H -2.538 0.885 -2.921
119 H 3.822 -1.719 -5.843
120 C -1.644 -2.007 -1.267
121 C 1.285 -5.736 2.656
122 O -2.173 1.690 -0.483
123 H -1.036 -0.142 0.650
124 H 4.739 1.211 4.560
125 H 4.722 2.127 -1.446
126 H 4.450 -3.310 -5.704
127 O 3.274 -2.616 4.986
128 C 3.508 -2.758 -5.716
129 H 3.915 0.239 6.652
130 H 4.337 2.047 -5.497
131 H 4.994 0.389 -1.756
132 H 6.346 0.553 4.999
133 H -0.844 3.612 -2.495
134 H -5.767 -1.409 1.226
135 N -1.121 -3.305 3.405
136 C 0.963 -0.176 0.956
137 H 1.251 -4.614 0.725

Calculated values
* calculated total energy: -5572.7110 hartree
* HOMO level: -0.2949 Eh
* SMILES string: O=S1(=O)CCCC1.O=S1(=O)CCCC1.O=S1(=O)CCCC1.O=S1(=O)CCCC1.O=S1(=O)CCCC1.O=S1(=O)CCCC1.O=S1(=O)CCCC1.c1cc[nH]c1.c1cc[nH]c1.CCCC#N
* net charge: 0
* LUMO energy: 0.17 eV
* frontier orbital gap: 8.1990 eV

---

Below is an isolated molecule of C5H10O2, with properties calculated with wB97M-V/def2-TZVPD.

Geometry (Å):
1 H 1.022 1.722 -0.232
2 C 1.259 0.661 -0.369
3 C 0.249 -0.242 0.345
4 C 0.294 -0.066 1.857
5 H 1.299 -1.882 0.408
6 H 2.266 0.489 0.030
7 H 1.280 0.440 -1.441
8 H -1.073 1.038 -2.038
9 H -2.469 -0.048 -1.863
10 H -0.575 -0.543 2.313
11 O 0.478 -1.604 -0.021
12 H 1.207 -0.511 2.267
13 H 0.284 0.994 2.130
14 H -0.827 -0.712 -2.171
15 O -2.104 0.179 0.609
16 C -1.187 0.019 -0.165
17 C -1.402 0.063 -1.658

Calculated values
* ΔE to the lowest compared entry with this formula, charge and spin: 22.4 kcal per mole
* calculated total energy: -346.9897 hartree
* HOMO level: -0.3537 Eh
* SMILES string: CC(=O)C(C)(C)O
* net charge: 0
* LUMO energy: 0.79 eV
* frontier orbital gap: 10.4168 eV

---

Below is an isolated molecule of C4H5NOS at a distorted geometry, with properties calculated with wB97M-V/def2-TZVPD.

Geometry (Å):
1 H 0.808 1.933 -1.238
2 S -2.709 -0.465 -0.168
3 C 1.417 0.121 -0.106
4 C 0.414 1.106 -0.453
5 H 2.320 0.607 -0.197
6 C 1.182 -1.225 -0.030
7 N -1.862 0.815 0.520
8 C -0.703 1.160 0.122
9 H -0.624 -1.364 0.193
10 H -2.305 1.286 1.192
11 H 1.932 -2.004 0.014
12 O 0.129 -1.970 0.152

Calculated values
* ΔE to the lowest compared entry with this formula, charge and spin: 102.6 kcal per mole
* calculated total energy: -683.4444 hartree
* HOMO level (spin up / spin down): -0.2978 / -0.2978 Eh
* SMILES string: O/C=C\C=C=[NH+][S-]
* net charge: 0
* LUMO energy (spin up / spin down): -0.12 / -0.12 eV
* frontier orbital gap (spin up / spin down): 7.9814 / 7.9809 eV

---

Q: What is the formula in the fourth record?
A: C4H5NOS